Entry 1:
# C8H8FO18Zn

C8H8FO18Zn as an isolated structure (the ωB97M-V functional and the def2-TZVPD basis, the OMol25 dataset).

```
36
Properties=species:S:1:pos:R:3:forces:R:3:nbo_charge:R:1
Zn -0.6919 -0.4431 0.7176 -1.30 -0.66 1.74 1.790
O 3.1706 -1.2228 1.9789 0.52 -1.54 -0.75 -0.759
C 1.9133 -1.2822 2.5218 -3.95 2.28 3.04 0.938
O 1.7053 -1.2508 3.7440 1.83 -0.58 -1.24 -0.692
O 0.9846 -1.2152 1.6475 0.82 -0.70 -1.00 -0.920
H 2.8507 -1.7324 1.2048 1.11 0.68 -0.54 0.476
O -0.0667 -3.7613 -1.8738 1.53 0.20 -0.34 -0.751
C -0.9638 -3.2253 -1.0105 -4.31 1.65 1.90 0.951
O -0.6976 -2.0520 -0.5780 1.61 -0.32 -0.87 -0.916
O -2.0372 -3.7967 -0.7879 1.30 -0.94 -0.64 -0.720
H 0.5869 -3.0432 -1.7859 0.25 -0.40 -0.42 0.476
O -4.0078 1.2222 -1.6228 1.41 0.71 -0.40 -0.759
C -3.4658 0.2664 -0.7919 -0.58 -4.75 2.18 0.937
O -2.2909 0.4760 -0.3720 0.72 1.56 -0.66 -0.895
O -4.1123 -0.7672 -0.5454 -0.42 1.73 -0.74 -0.715
H -3.1137 1.5938 -1.7761 -0.69 0.94 -0.43 0.475
O -0.3123 3.5648 2.6550 -0.18 0.47 -0.75 -0.752
C -0.3169 2.1964 2.7347 1.26 -5.07 1.29 0.938
O -0.2993 1.5167 1.6490 -0.42 1.78 -1.59 -0.913
O -0.1951 1.6035 3.8133 -0.55 2.37 0.36 -0.705
H -0.3058 3.6594 1.6905 -0.10 0.27 0.06 0.472
O -2.9313 -3.2903 2.8732 -0.36 -1.60 0.22 -0.723
C -2.1179 -2.2310 3.0679 1.92 4.00 0.02 0.954
O -1.5581 -2.0621 4.1758 -0.76 -1.49 -0.11 -0.785
O -2.0441 -1.4103 2.1090 -0.25 -0.56 -0.38 -0.862
H -2.6385 -3.8542 3.6037 -0.38 -0.02 0.00 0.456
C 2.1299 2.4206 -3.8069 -0.93 0.52 -0.18 -0.126
C 3.2101 2.3069 -2.7675 -0.07 -0.61 -1.29 0.433
O 2.8239 1.1083 -2.1448 0.62 0.89 0.35 -0.491
C 1.4506 1.1709 -2.0682 -1.64 0.52 0.64 0.946
O 0.7645 0.6722 -1.2601 0.50 -0.30 -0.43 -0.450
O 0.9753 2.0395 -3.0493 1.06 -0.73 -0.09 -0.490
F 3.1324 3.3905 -1.9526 0.16 0.14 0.70 -0.341
H 2.2892 1.7366 -4.6430 0.07 -0.07 0.02 0.178
H 1.9579 3.4290 -4.1799 0.16 0.03 0.07 0.194
H 4.2218 2.2664 -3.1702 0.04 -0.39 0.27 0.150
```
Positions in Å, forces in eV/Å.

Properties
- charge = -3
- LUMO energy (Eh) = 0.19437
- HOMO energy (eV) = 1.25

Entry 2:
# C24H57NOP2Si4W

C24H57NOP2Si4W as an isolated structure (the ωB97M-V functional and the def2-TZVPD basis, the OMol25 dataset).

```
90
Properties=species:S:1:pos:R:3:forces:R:3:mulliken_spin:R:1
W -0.4490 -0.0226 -0.0525 1.99 0.90 -1.57 1.837
P -0.3534 1.9773 1.4338 -0.68 0.72 -0.23 0.027
P 0.3493 -2.0140 -1.3706 -0.69 -0.28 -0.73 0.047
N 0.2858 1.0816 -1.3980 -1.92 -2.69 3.05 -0.187
H -0.5473 -0.8891 3.4578 0.12 -0.25 -0.14 0.007
C 1.0302 2.4065 2.5431 0.04 -0.06 -0.15 0.014
H 0.7362 3.3009 3.1159 0.22 -0.30 -0.14 0.000
H 1.9272 2.6146 1.9428 -0.20 -0.10 0.29 0.000
H 1.2138 1.5630 3.2236 0.04 0.28 -0.19 0.001
C -1.7660 2.0235 2.5647 0.17 0.30 0.24 0.050
H -1.6844 2.9159 3.2027 -0.21 -0.21 -0.06 -0.003
H -1.7795 1.1211 3.1834 0.01 0.32 -0.19 -0.007
H -2.6837 2.0641 1.9708 0.40 -0.05 0.14 -0.018
C -0.6000 3.5115 0.4464 0.21 0.15 0.37 0.021
H -0.8544 4.3271 1.1430 0.12 -0.12 -0.29 0.000
H -1.4024 3.4093 -0.2993 0.38 -0.11 0.39 -0.016
H 0.3421 3.7463 -0.0705 -0.32 -0.04 0.07 -0.003
C 1.9524 -2.8722 -1.2014 0.04 0.28 -0.02 0.005
H 1.9589 -3.7159 -1.9099 0.11 0.27 0.26 0.000
H 2.0415 -3.2457 -0.1719 0.05 0.13 -0.30 0.003
H 2.7699 -2.1748 -1.4275 -0.13 -0.28 0.13 0.000
C -0.7882 -3.4172 -1.1772 0.22 -0.18 -0.19 0.029
H -0.4253 -4.2534 -1.7950 -0.21 0.08 0.20 -0.001
H -1.7835 -3.1099 -1.5156 0.46 -0.09 0.30 -0.021
H -0.8271 -3.7152 -0.1212 0.02 0.14 -0.32 0.005
C 0.2369 -1.6336 -3.1689 0.32 -0.39 0.03 0.022
H 0.3163 -2.5831 -3.7236 0.00 0.35 0.01 0.000
H 1.0824 -0.9799 -3.4309 -0.31 -0.14 0.00 -0.003
H -0.7042 -1.1284 -3.4367 0.40 -0.23 0.30 -0.015
C 0.7584 1.8749 -2.3630 0.79 1.27 -1.35 0.084
C 2.5122 3.1915 -3.4479 -0.68 0.17 -0.55 0.033
C 2.1261 2.3161 -2.4350 -1.21 -0.01 -0.40 -0.066
C -0.1634 2.3249 -3.3555 0.38 -0.17 0.51 -0.056
C 0.2343 3.1911 -4.3520 0.71 0.36 -0.26 0.028
C 1.5746 3.6330 -4.4119 -0.02 -0.19 0.32 -0.050
H 3.5429 3.5526 -3.5095 -0.34 -0.18 0.06 0.001
H 2.8407 1.9729 -1.6993 -0.07 -0.06 0.09 0.003
H -1.1989 1.9786 -3.2869 0.42 0.14 0.01 -0.008
H -0.5025 3.5326 -5.0875 0.38 -0.09 0.23 0.001
H 1.8888 4.3250 -5.2022 -0.13 -0.32 0.36 -0.003
C -0.0442 -1.6488 2.8244 -0.59 0.10 -0.38 0.006
O 0.0114 -1.1560 1.5178 0.34 0.21 -0.19 0.058
C 1.3680 -1.8668 3.3916 -0.26 -0.01 0.48 0.002
H 1.3555 -2.7537 4.0447 0.18 0.29 -0.14 0.001
H 1.6315 -1.0000 4.0123 0.26 -0.23 -0.20 -0.002
H 2.1241 -2.0026 2.6076 -0.33 0.02 0.11 0.000
C -0.8984 -2.9274 2.8730 0.12 -0.09 0.17 0.005
H -0.2774 -3.8118 2.6504 -0.20 0.23 0.04 0.002
H -1.7380 -2.9080 2.1552 0.42 0.25 0.39 0.007
H -1.2984 -3.0241 3.8972 0.10 -0.24 -0.39 0.000
C -4.1328 -3.5362 -2.1788 0.15 -0.40 -0.07 0.005
Si -4.2863 -2.9786 -0.3529 0.54 0.11 0.00 0.048
C -6.1690 -3.2759 -0.2094 -0.18 0.11 0.23 0.004
C -3.5703 -4.3098 0.8089 -0.11 -0.52 -0.13 0.006
Si -3.0344 -0.8315 0.1425 -0.88 -0.21 -0.23 0.033
Si -4.0299 0.4227 -1.6243 0.38 -0.93 1.41 -0.018
C -5.8978 0.0601 -1.5729 -0.10 0.64 -0.53 0.000
C -3.7278 2.2712 -1.3377 -0.47 0.33 -0.46 0.021
C -3.3415 -0.1042 -3.3100 -0.31 0.27 -0.34 0.008
Si -4.3807 -0.3728 2.1221 0.20 -0.07 -0.50 0.063
C -5.9534 -1.4020 2.2732 -0.16 -0.01 0.08 0.005
C -3.5075 -0.8264 3.7572 -0.17 0.23 0.34 0.000
C -5.1144 1.3897 2.1558 -0.01 0.12 0.49 0.004
H -4.6268 -2.8561 -2.8864 0.04 -0.07 0.31 -0.001
H -3.1142 -3.7084 -2.5406 -0.28 0.05 -0.08 -0.001
H -4.6597 -4.5039 -2.2533 0.17 0.26 0.00 0.000
H -6.3884 -4.2243 -0.7274 0.22 0.26 0.07 0.000
H -6.5232 -3.3887 0.8211 0.07 0.03 -0.37 0.000
H -6.7636 -2.4964 -0.6976 0.03 -0.15 0.15 -0.002
H -2.5205 -4.5575 0.6142 -0.23 0.13 0.05 0.001
H -4.1377 -5.2442 0.6662 0.08 0.17 0.02 0.000
H -3.6549 -4.0595 1.8775 -0.05 0.12 -0.32 -0.001
H -6.3671 0.2106 -0.5865 0.32 -0.02 -0.31 0.000
H -6.3280 0.8008 -2.2681 -0.29 -0.22 0.16 0.000
H -6.1843 -0.9361 -1.9369 0.27 0.28 0.05 0.000
H -2.7090 2.6115 -1.5636 -0.20 -0.32 -0.04 -0.009
H -4.4019 2.7899 -2.0417 0.20 0.15 0.22 0.000
H -3.9826 2.6198 -0.3231 0.02 -0.29 -0.31 0.000
H -2.2941 0.1788 -3.4767 -0.28 0.03 0.19 -0.002
H -3.4332 -1.1790 -3.5288 -0.04 0.35 0.23 -0.001
H -3.9491 0.4351 -4.0572 0.23 -0.18 -0.03 0.000
H -5.7535 -2.4677 2.4417 -0.05 0.27 -0.05 0.002
H -6.4806 -1.0225 3.1592 0.05 -0.06 -0.07 -0.001
H -6.6289 -1.2898 1.4162 0.18 -0.05 0.23 -0.002
H -2.5757 -0.2976 3.9779 -0.20 -0.21 -0.07 0.000
H -4.1984 -0.5900 4.5842 0.11 -0.04 -0.18 0.000
H -3.2985 -1.9035 3.8303 -0.12 0.28 -0.22 0.000
H -4.3928 2.1827 2.3793 -0.34 -0.13 -0.06 -0.002
H -5.6473 1.6678 1.2349 0.18 -0.24 0.18 -0.001
H -5.8490 1.3983 2.9791 0.12 0.07 -0.23 0.001
```
Positions in Å, forces in eV/Å.

Properties
- LUMO energy (alpha / beta) (Eh) = -0.00504 / -0.00747
- HOMO energy (alpha / beta) (eV) = -6.02 / -7.15
- 2S+1 = 3